{
  "formula": "C5H8ClF",
  "method": "the ωB97M-V functional and the def2-TZVPD basis",
  "relative_energy_kcal_mol": 39.1,
  "homo_energy_ev": -10.16,
  "total_charge": 0,
  "smiles": "C=C[C@@H](C)[C@@H](F)Cl",
  "gap_ev": 11.11,
  "lumo_ev": 0.95,
  "elements": ["C", "C", "C", "C", "C", "F", "Cl", "H", "H", "H", "H", "H", "H", "H", "H"],
  "coordinates": [[0.102, 2.074, 0.473], [0.575, 0.920, 0.734], [1.069, -1.335, -0.331], [0.182, -0.118, -0.325], [-1.267, -0.576, -0.173], [-1.559, -1.177, 1.003], [-2.491, 0.701, -0.366], [0.149, 2.922, 1.117], [-0.373, 2.302, -0.488], [1.024, 0.422, 1.620], [0.927, -2.014, 0.626], [2.231, -1.228, -0.501], [0.785, -2.009, -1.109], [0.067, 0.385, -1.314], [-1.420, -1.268, -0.965]],
  "forces_ev_per_a": [[-0.61, 3.77, -0.41], [0.10, -4.53, -0.47], [2.07, -2.02, 1.35], [0.01, 0.86, 0.29], [0.06, 0.31, 0.15], [0.31, -0.41, 0.62], [-0.07, 0.04, -0.22], [0.15, 0.47, 0.62], [0.29, -0.24, 0.41], [-0.24, 1.22, -0.36], [0.34, 1.68, -1.56], [-2.36, 0.44, 0.56], [-0.33, -0.47, -0.79], [0.83, -0.37, 0.45], [-0.56, -0.75, -0.63]]
}

***

{
  "formula": "C5H8ClF",
  "method": "the ωB97M-V functional and the def2-TZVPD basis",
  "multiplicity": 3,
  "s_squared": 2.006,
  "relative_energy_kcal_mol": 55.0,
  "homo_energy_ev": [-4.48, -10.34],
  "total_charge": 0,
  "gap_ev": [5.33, 6.58],
  "lumo_ev": [0.85, -3.76],
  "elements": ["C", "C", "C", "C", "C", "F", "Cl", "H", "H", "H", "H", "H", "H", "H", "H"],
  "coordinates": [[0.419, -0.227, 1.414], [-0.148, -0.036, -0.007], [1.238, -0.479, 0.184], [-0.283, 1.413, -0.415], [-1.188, -1.074, -0.670], [1.593, -1.641, -0.296], [2.607, 0.752, -0.202], [0.612, 0.732, 1.874], [0.177, -1.144, 1.916], [-1.045, 2.036, 0.103], [-0.698, 1.368, -1.482], [0.633, 2.004, -0.274], [-0.960, -0.961, -1.637], [-2.066, -0.661, -0.324], [-0.892, -2.082, -0.185]],
  "forces_ev_per_a": [[-1.73, -0.12, -1.77], [-2.12, -0.05, 1.82], [-0.09, -0.93, -0.36], [-1.65, 0.87, -1.61], [4.15, -0.57, 5.40], [0.16, -1.91, 0.14], [3.60, 2.43, -0.77], [0.39, -0.29, 0.68], [-0.19, -0.09, 0.59], [0.05, -0.96, 0.21], [1.14, 0.57, 1.09], [-0.43, -0.44, -0.60], [0.14, -0.25, -3.84], [-2.40, 0.27, 0.27], [-1.03, 1.45, -1.24]]
}

***

{
  "formula": "C5H8ClN",
  "method": "the ωB97M-V functional and the def2-TZVPD basis",
  "relative_energy_kcal_mol": 5.5,
  "homo_energy_ev": -11.31,
  "total_charge": 0,
  "smiles": "CC[C@](C)(Cl)C#N",
  "gap_ev": 12.14,
  "lumo_ev": 0.83,
  "elements": ["C", "C", "C", "C", "C", "H", "H", "H", "H", "H", "H", "H", "H", "N", "Cl"],
  "coordinates": [[-1.648, 0.380, -0.658], [-0.219, 1.029, -0.423], [0.897, 0.031, 0.027], [0.781, -0.579, 1.451], [0.859, -1.076, -0.909], [-2.093, 0.178, 0.362], [-2.389, 0.957, -1.223], [-1.523, -0.550, -1.175], [0.098, 1.404, -1.410], [-0.253, 1.760, 0.408], [1.479, -1.400, 1.526], [0.855, 0.121, 2.347], [-0.195, -1.058, 1.491], [0.779, -1.978, -1.630], [2.572, 0.780, -0.184]],
  "forces_ev_per_a": [[0.55, 0.17, 2.19], [-0.55, -0.22, -0.01], [-0.09, 0.13, 0.35], [-0.55, 0.75, 0.32], [0.17, -1.58, -1.09], [0.27, 0.03, -1.16], [0.62, 0.35, 0.17], [-0.04, -0.62, -0.26], [0.08, 0.44, 0.73], [-0.06, 0.17, -0.93], [0.44, 0.06, 0.23], [0.13, -0.63, -1.53], [-0.24, 0.06, 0.09], [0.07, 0.95, 0.71], [-0.83, -0.04, 0.20]]
}

***

{
  "formula": "C5H8ClN2",
  "method": "the ωB97M-V functional and the def2-TZVPD basis",
  "relative_energy_kcal_mol": 39.8,
  "homo_energy_ev": -13.69,
  "total_charge": 1,
  "smiles": "[NH2+]=C1NCCC=C1Cl",
  "gap_ev": 9.91,
  "lumo_ev": -3.77,
  "elements": ["C", "C", "C", "C", "C", "N", "N", "Cl", "H", "H", "H", "H", "H", "H", "H", "H"],
  "coordinates": [[0.832, 1.160, 0.858], [0.139, 1.436, -0.269], [-0.823, -0.007, -0.927], [0.826, -0.106, 1.528], [0.803, -1.215, 0.478], [-0.350, -1.105, -0.391], [-1.784, 0.259, -1.847], [-0.076, 2.846, -1.219], [1.204, 1.943, 1.399], [1.708, -0.187, 2.264], [-0.012, -0.176, 2.199], [1.673, -1.359, -0.213], [0.903, -2.260, 1.014], [-0.483, -2.023, -0.826], [-2.063, 1.222, -1.786], [-2.497, -0.429, -2.260]],
  "forces_ev_per_a": [[-2.38, 1.31, -2.83], [-1.75, -3.49, -0.61], [1.91, 3.44, 1.00], [1.91, -2.11, 0.72], [2.03, -2.24, 1.46], [-1.07, -1.45, -1.41], [0.35, -2.19, 1.16], [0.15, -0.47, 0.65], [1.36, 2.26, 0.90], [-1.02, -0.06, -1.48], [-0.71, -0.20, 0.16], [-0.18, 1.13, 0.74], [-1.25, 1.87, -0.99], [-0.89, 0.52, -0.04], [-0.19, 0.42, -0.50], [1.73, 1.27, 1.08]]
}

***

{
  "formula": "C5H8ClN2S",
  "method": "the ωB97M-V functional and the def2-TZVPD basis",
  "relative_energy_kcal_mol": 37.1,
  "homo_energy_ev": -12.78,
  "total_charge": 1,
  "smiles": "[NH3+]/C(S)=N/C=C\\C=C\\Cl",
  "gap_ev": 8.43,
  "lumo_ev": -4.35,
  "elements": ["C", "C", "C", "C", "C", "N", "N", "S", "Cl", "H", "H", "H", "H", "H", "H", "H", "H"],
  "coordinates": [[0.720, -1.820, 0.743], [-0.683, -1.594, 0.600], [1.603, -1.010, 0.093], [-1.231, -0.363, 0.739], [0.348, 0.927, -0.318], [1.187, 0.034, -0.649], [-0.523, 1.452, -1.395], [0.495, 2.165, 0.980], [-2.778, 0.029, 0.010], [1.063, -2.790, 1.065], [-1.245, -2.394, 0.132], [2.619, -1.328, -0.085], [-0.979, 0.297, 1.548], [-0.536, 2.481, -1.428], [-1.514, 1.104, -1.174], [-0.219, 1.064, -2.300], [1.673, 1.745, 1.438]],
  "forces_ev_per_a": [[-0.30, 0.10, 0.37], [0.03, 0.08, -0.21], [0.23, 0.17, 0.31], [-0.64, -0.69, 0.38], [1.14, 0.21, 0.56], [-0.39, 0.59, -0.84], [-0.59, 0.13, -0.32], [-0.34, 0.00, -0.12], [-0.17, -0.20, 0.24], [0.13, -0.12, -0.09], [-0.20, -0.10, 0.10], [0.08, -0.17, 0.00], [0.05, 0.04, -0.10], [0.06, -0.26, -0.10], [0.71, 0.32, -0.37], [-0.04, 0.07, 0.24], [0.23, -0.18, -0.05]]
}

***

{
  "formula": "C5H8ClN3O3S2",
  "method": "the ωB97M-V functional and the def2-TZVPD basis",
  "multiplicity": 3,
  "s_squared": 2.013,
  "homo_energy_ev": [-5.60, -9.71],
  "total_charge": 0,
  "gap_ev": [6.01, 6.15],
  "lumo_ev": [0.41, -3.57],
  "elements": ["C", "C", "C", "C", "C", "N", "N", "N", "O", "O", "O", "S", "S", "Cl", "H", "H", "H", "H", "H", "H", "H", "H"],
  "coordinates": [[-3.204, -0.286, 0.202], [-1.068, -1.245, 0.154], [-2.452, -1.461, 0.025], [-1.368, 1.081, -0.099], [2.454, 1.422, 0.588], [-2.706, 0.924, 0.076], [-0.546, 0.021, -0.052], [-0.116, -2.127, 0.301], [1.664, -0.120, -1.578], [4.039, 0.051, -1.005], [2.470, -1.265, 0.419], [-0.786, 2.585, -0.625], [2.745, -0.090, -0.428], [-4.810, -0.355, 0.504], [2.414, 1.263, 1.623], [-2.764, -2.489, 0.127], [1.573, 1.986, 0.252], [3.414, 2.001, 0.262], [0.725, -0.302, -1.201], [-0.343, -3.017, 0.551], [0.769, -1.801, 0.576], [-2.105, 3.224, -0.669]],
  "forces_ev_per_a": [[0.40, 3.97, -0.44], [2.25, 4.60, -1.31], [1.39, -3.07, 0.41], [-2.60, -0.94, -0.13], [1.85, 1.12, -3.32], [-0.20, -0.38, 0.15], [1.23, -2.82, 0.43], [-1.27, 0.24, -0.18], [0.18, 0.15, 0.20], [-0.17, -0.05, -0.30], [0.56, 1.26, -0.64], [-1.71, 1.89, -0.36], [-1.37, -1.00, 1.72], [-2.75, -0.62, 0.57], [0.07, -0.67, 1.27], [-0.69, 0.13, -0.14], [0.34, -0.41, 0.03], [-1.82, -0.71, 0.96], [0.89, 0.78, 0.29], [-0.70, -2.94, 0.55], [1.90, 0.64, 0.09], [2.21, -1.15, 0.16]]
}

***

{
  "formula": "C5H8ClN4O3S",
  "method": "the ωB97M-V functional and the def2-TZVPD basis",
  "relative_energy_kcal_mol": 36.0,
  "homo_energy_ev": -12.41,
  "total_charge": 1,
  "gap_ev": 8.03,
  "lumo_ev": -4.38,
  "elements": ["C", "C", "C", "C", "C", "N", "N", "N", "N", "O", "O", "O", "S", "Cl", "H", "H", "H", "H", "H", "H", "H", "H"],
  "coordinates": [[2.283, 1.932, -0.694], [2.190, 0.880, 0.189], [3.906, 0.465, -1.240], [1.194, 0.541, 1.149], [-1.987, -1.458, -1.013], [3.179, -0.064, -0.215], [3.268, 1.579, -1.600], [0.746, 1.533, 1.984], [-0.983, -1.916, -0.103], [0.672, -0.608, 1.228], [1.010, -0.971, -1.437], [1.279, -2.866, 0.218], [0.607, -1.719, -0.244], [3.643, -1.460, 0.623], [1.696, 2.773, -0.730], [-2.895, -2.140, -0.897], [-2.282, -0.422, -0.847], [-1.751, -1.539, -2.039], [3.570, 2.019, -2.462], [1.367, 2.354, 2.086], [0.142, 1.352, 2.859], [-1.234, -2.879, 0.330]],
  "forces_ev_per_a": [[1.07, -2.45, 0.00], [1.05, -0.41, -0.67], [0.90, -2.63, -0.03], [-0.76, 3.00, 1.50], [-2.50, 0.04, -0.10], [0.40, 2.26, -0.70], [-0.75, 0.59, 1.14], [0.31, -0.91, 1.10], [0.40, -3.00, 1.17], [-0.06, -0.96, -0.57], [-1.49, -1.27, 2.89], [-0.31, -0.05, 0.22], [-0.73, 0.50, -2.25], [0.50, 0.79, 0.03], [-1.22, 1.78, -0.29], [1.17, 1.11, 0.14], [-0.04, -0.12, 0.30], [0.78, -0.20, -1.14], [-0.32, 0.46, 0.47], [-0.60, -0.82, -0.19], [1.14, 0.02, -2.25], [1.06, 2.30, -0.77]]
}

***

{
  "formula": "C5H8ClNO",
  "method": "the ωB97M-V functional and the def2-TZVPD basis",
  "relative_energy_kcal_mol": 38.0,
  "homo_energy_ev": -8.19,
  "total_charge": 0,
  "smiles": "CN(C)/C=C(/Cl)C=O",
  "gap_ev": 8.74,
  "lumo_ev": 0.55,
  "elements": ["C", "C", "C", "C", "C", "H", "H", "H", "H", "H", "H", "H", "H", "N", "O", "Cl"],
  "coordinates": [[-1.031, 0.827, 0.686], [-1.673, -1.266, -0.455], [0.672, -0.766, -0.124], [1.805, -0.008, -0.018], [1.933, 1.431, -0.189], [-1.134, 1.666, -0.007], [-1.971, 0.626, 1.184], [-0.295, 1.121, 1.461], [-2.193, -0.814, -1.300], [-2.443, -1.439, 0.330], [-1.266, -2.244, -0.770], [0.826, -1.845, -0.313], [3.002, 1.802, -0.056], [-0.615, -0.400, 0.029], [1.061, 2.194, -0.545], [3.323, -0.886, 0.087]],
  "forces_ev_per_a": [[0.50, 0.27, 0.28], [-0.36, -0.53, 0.32], [0.01, -0.44, 0.04], [-0.32, 0.01, 0.00], [1.18, 0.17, -0.06], [0.00, -0.15, 0.10], [-0.28, -0.02, 0.08], [-0.29, -0.25, -0.51], [0.06, 0.00, -0.14], [0.56, 0.10, -0.32], [-0.15, 0.55, 0.16], [-0.20, 0.62, 0.07], [-0.87, -0.29, -0.01], [0.38, -0.11, -0.01], [-0.13, -0.02, 0.03], [-0.08, 0.09, -0.01]]
}

***

{
  "formula": "C5H8ClNO",
  "method": "the ωB97M-V functional and the def2-TZVPD basis",
  "relative_energy_kcal_mol": 127.3,
  "homo_energy_ev": -9.14,
  "total_charge": 0,
  "gap_ev": 9.95,
  "lumo_ev": 0.81,
  "elements": ["C", "C", "C", "C", "C", "H", "H", "H", "H", "H", "H", "H", "H", "N", "O", "Cl"],
  "coordinates": [[-0.979, 1.082, -1.543], [0.306, 0.516, -0.615], [1.675, -1.311, -0.375], [0.866, -1.174, 0.920], [0.175, -0.151, 0.782], [-1.427, -0.760, -2.427], [-1.362, -0.752, -0.568], [-0.454, 1.401, -2.547], [-1.407, 2.035, -0.936], [1.128, 1.370, -0.632], [2.860, -0.857, -0.383], [2.080, -2.518, -0.611], [0.851, -1.825, 1.806], [-1.776, -0.185, -1.675], [0.891, -0.549, -1.312], [-0.543, 0.813, 1.971]],
  "forces_ev_per_a": [[2.65, -0.91, 1.51], [1.54, 2.46, -1.09], [3.58, -2.08, -0.41], [3.72, -5.09, 0.15], [-3.29, 6.65, -1.67], [0.45, -0.03, 0.10], [-2.29, 1.45, -4.81], [-1.30, -0.45, 1.98], [0.40, -2.53, -1.67], [-1.48, -1.23, 0.70], [-3.25, -0.57, 0.67], [-2.21, 3.35, -0.08], [0.58, 0.44, -0.55], [0.66, 0.08, 4.80], [1.15, -1.77, -0.54], [-0.91, 0.20, 0.90]]
}

***

{
  "formula": "C5H8ClNO",
  "method": "the ωB97M-V functional and the def2-TZVPD basis",
  "multiplicity": 3,
  "s_squared": 2.007,
  "relative_energy_kcal_mol": 14.1,
  "homo_energy_ev": [-5.50, -10.29],
  "total_charge": 0,
  "gap_ev": [6.36, 7.91],
  "lumo_ev": [0.86, -2.37],
  "elements": ["C", "C", "C", "C", "C", "N", "O", "Cl", "H", "H", "H", "H", "H", "H", "H", "H"],
  "coordinates": [[0.867, 0.644, 0.578], [0.103, -0.428, -0.279], [3.024, -0.291, 0.542], [-2.440, 0.443, -0.779], [-1.429, -0.505, -0.051], [2.287, 0.734, 0.505], [0.648, -1.179, -1.025], [4.658, -0.232, 0.294], [0.510, 1.570, 0.104], [0.461, 0.494, 1.586], [2.678, -1.452, 0.697], [-2.436, 0.107, -1.814], [-2.362, 1.583, -0.700], [-3.509, 0.353, -0.455], [-1.587, -1.556, -0.233], [-1.475, -0.285, 1.031]],
  "forces_ev_per_a": [[-0.97, 0.24, -0.92], [-3.25, 4.33, 3.94], [-3.20, -2.30, 0.40], [-0.55, 0.53, -0.25], [0.53, 1.37, 1.36], [1.09, -1.27, 0.13], [3.29, -4.24, -4.39], [1.95, 0.31, -0.11], [-0.11, 0.10, 0.72], [0.32, 0.47, 0.07], [0.42, 2.91, -0.45], [-0.06, 0.57, -0.31], [0.90, -1.65, -0.14], [0.90, -0.71, 0.18], [-0.88, -0.25, -0.04], [-0.37, -0.40, -0.20]]
}

***

{
  "formula": "C5H8ClNS",
  "method": "the ωB97M-V functional and the def2-TZVPD basis",
  "relative_energy_kcal_mol": 114.9,
  "homo_energy_ev": -8.78,
  "total_charge": 0,
  "gap_ev": 8.16,
  "lumo_ev": -0.62,
  "elements": ["C", "C", "C", "C", "C", "H", "H", "H", "H", "H", "H", "H", "H", "N", "S", "Cl"],
  "coordinates": [[-1.664, -0.756, 0.517], [-0.868, 0.449, 0.794], [-0.249, 1.223, -0.289], [1.147, 1.957, 0.333], [1.731, -0.417, -0.826], [-0.984, -1.341, -0.331], [-1.841, -1.589, 1.323], [-1.590, 0.896, 1.488], [0.029, -0.076, 1.163], [-0.773, 1.807, -0.964], [1.324, 1.693, 1.394], [1.367, 3.068, 0.004], [1.123, -1.046, -1.840], [1.117, 0.880, -0.678], [3.190, -1.032, 0.209], [-3.418, -0.458, -0.236]],
  "forces_ev_per_a": [[-0.01, -4.82, -3.65], [-0.84, -1.59, 1.33], [3.52, 1.56, 1.59], [-1.95, -0.25, -1.65], [0.63, 0.01, 0.48], [-2.28, 1.02, 1.74], [0.37, 2.28, -1.17], [1.32, 1.36, 0.34], [-0.30, 0.52, 1.32], [-1.07, 0.88, -1.28], [0.08, 0.12, -0.89], [-0.25, -2.72, 0.40], [2.04, 1.79, 3.52], [1.15, -1.89, 0.40], [-4.37, 1.86, -3.25], [1.96, -0.13, 0.76]]
}

***

{
  "formula": "C5H8ClOP",
  "method": "the ωB97M-V functional and the def2-TZVPD basis",
  "relative_energy_kcal_mol": 35.3,
  "homo_energy_ev": -8.97,
  "total_charge": 0,
  "smiles": "OCC1=CCCP1Cl",
  "gap_ev": 9.70,
  "lumo_ev": 0.73,
  "elements": ["C", "C", "C", "C", "C", "O", "P", "Cl", "H", "H", "H", "H", "H", "H", "H", "H"],
  "coordinates": [[0.421, 0.929, -0.244], [0.409, -0.098, 0.623], [-0.752, 1.154, -1.019], [-1.962, 0.390, -0.470], [1.459, -0.860, 1.321], [2.792, -0.642, 0.790], [-1.277, -0.877, 0.786], [-1.176, -2.482, -0.422], [1.316, 1.549, -0.481], [-0.993, 2.204, -1.126], [-0.606, 0.915, -2.127], [-2.492, 1.188, 0.061], [-2.694, -0.252, -1.099], [1.325, -1.999, 1.229], [1.519, -0.435, 2.331], [2.710, -0.685, -0.154]],
  "forces_ev_per_a": [[2.64, -0.80, 1.16], [-1.37, -0.70, -1.07], [-2.18, 0.10, -3.70], [-0.62, -1.05, 0.82], [2.00, -0.36, -0.23], [-0.49, 0.34, 0.84], [-0.27, 2.28, 0.28], [0.33, -1.08, -0.82], [-0.56, -0.67, 0.37], [-0.15, 0.48, 0.34], [0.31, -0.13, 1.23], [-0.55, -0.69, 0.22], [1.42, 1.61, 0.51], [-0.50, 1.68, 0.70], [-0.06, -0.93, 0.15], [0.05, -0.07, -0.79]]
}